Below is a 8-piece molecular cluster, C20H38N4O28S7 overall at a distorted geometry, with properties calculated with ωB97M-V/def2-TZVPD.

Structure (XYZ):
```
97
Properties=species:S:1:pos:R:3:forces:R:3
C 1.89191 -4.86610 0.58480 0.13 -1.07 -1.34
C 0.63576 -4.20065 -0.24075 -0.96 -1.55 1.36
N 0.58050 -2.69080 -0.21298 1.44 -0.59 -1.16
C 1.72200 -2.03771 -0.95673 -0.44 1.06 -0.21
N 2.43399 -2.92000 -1.95644 -0.99 1.02 -0.34
C 1.07763 -0.77659 -1.84678 -1.65 8.25 -5.15
N 0.77603 0.27780 -2.57500 2.72 -9.94 6.82
C 2.69973 -1.34541 0.17353 0.31 1.04 -0.28
C 4.13201 -0.83146 -0.46648 7.48 2.35 -0.58
N 5.32561 -0.43346 -0.75707 -10.74 -3.55 2.41
H 2.66945 -5.22663 -0.24612 -1.36 0.98 2.16
H 2.39848 -4.15998 1.36836 -1.06 -1.36 -1.57
H 1.52627 -5.85732 1.11453 0.69 2.15 -0.97
H 0.55501 -4.66655 -1.33681 0.25 1.38 2.48
H -0.35260 -4.57817 0.31233 2.12 1.07 -1.34
H 0.47473 -2.31045 0.75794 0.36 -0.63 -1.36
H 3.08430 -2.35571 -2.57424 -0.96 -0.56 1.33
H 1.73820 -3.32340 -2.64865 0.87 0.68 1.37
H 2.84079 -2.03637 1.13660 0.15 1.28 -2.57
H 2.09957 -0.39626 0.57816 1.56 -1.88 -1.06
O 3.99921 -6.53368 2.21497 -0.69 0.69 1.75
S 3.36018 -6.22978 3.47609 0.27 0.09 -0.38
O 3.08835 -4.88105 3.91591 0.32 -1.56 -0.82
O 4.17098 -7.00759 4.65741 -0.47 0.27 -0.98
C 3.28097 -7.88236 5.34866 -0.55 -0.14 0.44
C 2.21711 -8.27298 4.32624 0.38 -0.66 0.06
O 1.97764 -7.09049 3.56653 0.70 0.83 0.28
H 2.84025 -7.32912 6.18426 0.01 -0.10 -0.06
H 3.82226 -8.75080 5.73350 0.09 0.25 -0.21
H 1.29509 -8.62208 4.79718 0.06 0.30 -0.16
H 2.59086 -9.04319 3.64330 -0.03 0.01 0.13
O -3.22944 5.62943 -2.23142 1.67 0.32 -0.12
S -1.79018 5.62679 -2.37158 0.11 -0.03 0.12
O -0.94338 6.65694 -1.81650 -1.36 -1.22 -0.50
O -1.43368 5.45818 -3.95347 -0.63 0.08 1.02
C -0.63781 4.28894 -4.13964 0.66 -0.50 0.09
C -1.03568 3.34091 -3.01152 -0.24 -0.53 -0.75
O -1.23299 4.17697 -1.87360 -0.05 1.37 -0.15
H 0.41523 4.57733 -4.05915 -0.08 -0.07 -0.02
H -0.82122 3.85602 -5.12666 -0.16 0.23 0.18
H -0.26906 2.58911 -2.80937 -0.11 0.23 0.17
H -1.98510 2.84186 -3.23256 0.18 0.02 -0.05
O 9.56872 1.98086 3.50244 -1.15 -0.98 0.91
S 8.38352 1.32039 4.00264 0.03 0.38 -0.28
O 8.25544 0.85886 5.36535 0.49 0.77 -1.75
O 8.02894 0.08439 3.00041 0.39 0.83 0.39
C 6.71577 0.26221 2.47205 -0.66 0.01 -0.05
C 6.48316 1.77064 2.45669 0.33 -0.12 -0.62
O 7.09354 2.25454 3.65087 4.05 -1.62 -2.82
H 6.00872 -0.23882 3.14107 0.00 0.07 -0.05
H 6.64393 -0.17675 1.47333 0.25 0.07 0.20
H 5.42158 2.02818 2.43454 0.18 0.04 0.32
H 6.98877 2.23870 1.60545 -0.14 -0.11 -0.04
O -4.06697 -5.43108 0.34212 1.29 0.67 -1.20
S -3.30073 -4.72445 -0.66021 -0.24 -0.07 0.01
O -2.14990 -5.29665 -1.31945 -1.56 0.37 0.87
O -2.88036 -3.27270 -0.04896 -0.53 -1.16 -0.05
C -3.39529 -2.23759 -0.88477 0.05 0.48 -0.84
C -4.65080 -2.81986 -1.52849 -0.36 0.58 0.45
O -4.33260 -4.18262 -1.80130 1.09 -0.44 0.52
H -2.63855 -2.00140 -1.63983 -0.17 0.03 0.10
H -3.61094 -1.34286 -0.29466 0.09 -0.30 0.08
H -4.92855 -2.29740 -2.44699 0.22 -0.36 0.11
H -5.49508 -2.80332 -0.83117 0.06 0.04 -0.01
O 5.73480 2.49082 5.00432 -3.30 0.07 5.02
S 5.55755 2.33316 6.43080 0.36 -0.41 0.01
O 6.26363 1.34031 7.20675 -1.03 1.48 -1.16
O 3.96181 2.18903 6.73203 0.55 0.35 -0.22
C 3.54954 3.22752 7.61903 -0.03 0.24 0.59
C 4.50174 4.39093 7.35540 -0.54 0.20 -0.32
O 5.77494 3.78845 7.13458 -0.11 -0.98 0.02
H 3.65147 2.85952 8.64506 -0.03 0.10 -0.05
H 2.50666 3.49709 7.43196 0.20 -0.18 -0.15
H 4.54639 5.09072 8.19331 0.23 -0.22 -0.10
H 4.22133 4.93114 6.44497 -0.06 -0.01 0.11
O -4.06976 0.35735 -5.75017 -0.06 -0.61 2.03
S -4.24702 0.19969 -4.32369 -0.05 0.37 -0.75
O -3.54093 -0.79316 -3.54774 -0.57 1.16 -1.08
O -5.84276 0.05556 -4.02246 1.12 0.08 -0.47
C -6.25502 1.09405 -3.13546 -0.10 0.48 0.68
C -5.30282 2.25746 -3.39909 -0.91 0.46 -0.28
O -4.02962 1.65498 -3.61991 0.14 -1.40 -0.05
H -6.15309 0.72604 -2.10943 -0.02 0.06 -0.03
H -7.29790 1.36362 -3.32253 0.24 -0.15 -0.18
H -5.25818 2.95724 -2.56119 0.26 -0.22 -0.07
H -5.58323 2.79766 -4.30952 0.08 -0.19 0.27
O -8.37343 3.56559 -4.42344 1.29 0.56 -1.08
S -7.60719 4.27222 -5.42577 -0.17 0.21 -0.22
O -6.45637 3.70002 -6.08501 -1.59 0.43 0.86
O -7.18682 5.72397 -4.81452 -0.57 -1.12 -0.17
C -7.70175 6.75908 -5.65034 -0.03 0.46 -0.65
C -8.95726 6.17681 -6.29405 -0.31 0.54 0.51
O -8.63906 4.81405 -6.56687 1.07 -0.43 0.52
H -6.94501 6.99527 -6.40539 -0.10 0.02 0.06
H -7.91740 7.65381 -5.06022 0.09 -0.32 0.09
H -9.23501 6.69927 -7.21256 0.15 -0.32 0.04
H -9.80154 6.19335 -5.59674 0.07 0.09 -0.07
```
Forces are in eV/Å.

Computed properties:
- HOMO energy: -9.67 eV
- Frontier orbital gap: 0.35929 Ha
- 2S+1: 1



Below is one molecule with the formula C20H38N4O7, with properties calculated with ωB97M-V/def2-TZVPD.

Structure (XYZ):
```
69
Properties=species:S:1:pos:R:3:forces:R:3
C -4.20530 -2.94443 -1.09520 -0.16 0.04 -0.03
N -3.36024 -1.76449 -1.16489 -0.19 -0.06 0.01
C -1.94308 -2.04470 -0.99962 0.47 0.08 0.27
C -1.53525 -2.14890 0.47655 -0.25 -0.04 -0.10
O -0.28243 -2.79219 0.55075 0.07 0.00 -0.23
C 0.13477 -3.02960 1.87624 0.28 -0.24 0.16
C 1.44302 -3.83018 1.88022 -0.42 0.18 0.08
O 2.59116 -3.02906 1.76061 0.24 0.26 -0.03
C 2.85005 -2.54922 0.45189 0.10 0.16 -0.12
C 3.68316 -1.27025 0.60467 -0.31 -0.36 0.35
N 4.01710 -0.63183 -0.64817 -0.06 -0.19 -0.11
C 5.08386 -1.26615 -1.39392 0.01 0.03 -0.25
C 3.83132 0.71229 -0.85549 -0.05 0.04 0.17
O 4.58903 1.37601 -1.53789 0.18 0.20 -0.17
N 2.72407 1.26990 -0.21391 0.15 0.15 -0.07
C 2.72184 2.72572 -0.18048 -0.04 0.14 0.41
C 2.00175 3.25200 1.05957 0.25 0.07 -0.14
O 0.61309 3.29956 0.80415 -0.14 -0.04 -0.17
C -0.16701 3.60332 1.93244 -0.42 0.02 0.04
C -1.63472 3.37634 1.58660 0.37 0.12 0.16
O -1.88142 1.98893 1.55976 0.29 -0.05 -0.07
C -3.24170 1.63760 1.43931 -0.34 -0.01 -0.18
C -3.78245 1.67030 0.00248 0.01 -0.11 0.55
N -3.27924 0.55290 -0.78086 0.09 0.02 0.19
C -2.65845 0.87953 -2.04617 0.44 0.14 -0.18
C -1.22840 1.41800 -1.89735 -0.18 0.15 -0.18
O -0.31491 0.37264 -2.17024 -0.11 -0.16 0.06
C 1.03626 0.70167 -1.94565 0.23 0.09 0.13
C 1.41978 0.67097 -0.45399 -0.37 -0.20 -0.26
C -3.89478 -0.64968 -0.52851 0.02 -0.02 -0.34
O -4.87398 -0.72015 0.19307 -0.23 -0.05 0.28
H -4.10988 -3.48217 -0.14735 -0.02 -0.01 0.02
H -5.24170 -2.63408 -1.20377 0.02 -0.12 0.01
H -3.93581 -3.60940 -1.91505 0.01 -0.03 0.01
H -1.33285 -1.28110 -1.47847 -0.03 -0.19 0.00
H -1.73329 -3.00153 -1.48214 0.00 0.06 -0.01
H -1.47953 -1.14634 0.92674 -0.02 -0.03 -0.01
H -2.28260 -2.73135 1.03868 0.03 0.07 -0.04
H 0.28773 -2.07845 2.40763 0.00 -0.09 0.01
H -0.63968 -3.60185 2.41053 0.05 0.04 -0.04
H 1.54715 -4.33268 2.84480 -0.09 -0.03 -0.09
H 1.40087 -4.58186 1.08161 -0.02 -0.03 0.07
H 1.91357 -2.35047 -0.07834 0.13 0.04 0.00
H 3.40880 -3.31089 -0.11140 -0.07 0.06 0.00
H 3.14087 -0.56639 1.23635 0.04 -0.09 -0.04
H 4.60896 -1.54145 1.13022 -0.04 0.08 0.00
H 4.74303 -2.22817 -1.77692 0.08 -0.05 0.01
H 5.96731 -1.42250 -0.76797 0.01 0.01 0.01
H 5.35418 -0.61748 -2.22378 0.03 -0.13 0.03
H 3.76401 3.04649 -0.16620 -0.16 0.05 -0.03
H 2.24433 3.16164 -1.06529 0.09 0.04 0.00
H 2.20842 2.59525 1.91702 0.01 0.05 -0.06
H 2.36648 4.26157 1.30131 -0.02 -0.07 -0.01
H 0.10616 2.95032 2.77373 -0.04 0.07 -0.03
H -0.01354 4.65090 2.23468 -0.03 -0.09 0.00
H -1.84485 3.84130 0.61371 -0.02 0.02 0.05
H -2.26684 3.85555 2.34963 0.06 -0.02 -0.08
H -3.32458 0.61681 1.81806 -0.09 0.11 0.00
H -3.85551 2.29639 2.06943 0.02 -0.06 0.00
H -3.49361 2.60051 -0.48644 -0.01 0.00 -0.03
H -4.87579 1.61245 0.05685 0.13 0.13 -0.06
H -2.63881 -0.00981 -2.67556 -0.02 0.10 -0.02
H -3.27389 1.63590 -2.55042 0.04 -0.09 0.01
H -1.08555 1.80678 -0.88347 -0.03 0.05 -0.04
H -1.05481 2.23796 -2.61155 -0.01 -0.07 0.06
H 1.61766 -0.04596 -2.49262 0.03 0.12 0.04
H 1.25711 1.68986 -2.37158 0.03 -0.05 0.00
H 1.39898 -0.36098 -0.11177 -0.06 -0.01 0.06
H 0.69061 1.23836 0.12313 0.01 -0.17 -0.01
```
Forces are in eV/Å.

Computed properties:
- HOMO energy: -8.85 eV
- ΔE to the lowest compared entry with this formula, charge and spin: 2.77 kcal per mole
- Frontier orbital gap: 0.35576 Ha
- 2S+1: 1



Below is a 7-piece molecular cluster, C20H38N4O9 overall at a distorted geometry, with properties calculated with ωB97M-V/def2-TZVPD.

Structure (XYZ):
```
71
Properties=species:S:1:pos:R:3:forces:R:3
C 2.90166 -2.44845 -2.04725 0.33 -0.85 0.87
O 2.13482 -3.53291 -2.64513 -2.52 1.68 0.00
C 0.74415 -3.30717 -2.49451 -0.01 -2.00 0.23
O 0.13848 -2.31373 -2.16676 1.29 -0.45 -0.46
O 0.14185 -4.52369 -2.70146 2.01 0.29 0.37
C -1.25127 -4.68825 -2.57374 -1.33 1.16 -0.77
H 3.91608 -2.81695 -1.89472 -0.17 -0.43 -0.05
H 2.45153 -2.31550 -1.06348 0.29 0.65 -0.09
H 3.06165 -1.52487 -2.60358 -0.90 -0.09 -0.36
H -1.66251 -4.39864 -3.54075 -0.37 0.23 0.05
H -1.70161 -4.07120 -1.79621 0.30 0.14 0.02
H -1.61965 -5.70358 -2.42715 1.11 -0.25 0.21
C -0.89729 -1.79313 3.84157 0.24 0.47 -1.91
O -1.19229 -3.06752 4.37754 -0.74 1.71 2.00
C -1.04252 -4.11359 3.65488 2.29 -1.47 -2.58
O -0.92303 -4.17817 2.44554 -0.76 0.48 0.27
O -0.73922 -5.13513 4.43907 0.12 -0.66 1.04
C -0.51120 -6.40874 3.85155 -0.44 -1.14 0.52
H -0.99085 -1.00171 4.58521 -0.06 -0.54 0.07
H -1.46725 -1.59268 2.93435 -0.95 0.05 0.33
H 0.07774 -1.78311 3.35442 0.56 -0.16 0.73
H 0.23066 -6.50506 3.05878 -0.43 0.83 -0.38
H -1.48697 -6.83983 3.62768 0.16 0.01 -0.69
H -0.11299 -7.07783 4.61434 -0.03 0.46 0.51
C -2.48023 4.65911 -4.41837 -0.19 0.33 -0.04
O -2.30071 5.04593 -3.01709 -0.02 -1.05 -1.29
C -2.76424 4.07767 -2.08361 -1.30 0.37 -0.48
C -1.96880 2.79895 -1.95391 0.01 1.15 -0.27
O -0.84721 2.97098 -1.15475 1.08 -0.23 1.64
C -0.07879 4.17324 -1.18449 0.59 -0.96 -0.78
C 1.12459 3.96824 -0.27535 0.01 0.43 1.30
O 2.20877 3.29791 -0.83535 0.55 -1.29 -1.53
C 3.49352 3.28621 -0.18307 -1.39 1.11 -0.10
H -1.64179 5.00760 -5.02143 0.13 0.09 0.39
H -3.38363 5.05628 -4.88120 -0.21 0.78 0.51
H -2.63191 3.61268 -4.68307 0.55 -0.52 0.95
H -3.81096 3.84178 -2.27558 -0.23 -0.34 -0.61
H -2.89868 4.57945 -1.12536 0.72 0.11 0.21
H -1.60902 2.43176 -2.91507 -0.51 -0.15 -0.40
H -2.61555 2.07797 -1.45391 0.13 -0.28 -0.13
H -0.63482 5.07051 -0.91277 -0.18 -0.16 0.36
H 0.26651 4.35074 -2.20300 0.18 0.08 -0.22
H 0.85189 3.39067 0.60791 -0.62 0.10 0.31
H 1.40149 4.95740 0.08934 0.37 0.31 0.00
H 3.47619 2.89994 0.83605 -0.26 -0.25 0.08
H 3.75448 4.34321 -0.13059 0.76 -0.02 0.08
H 4.17936 2.69740 -0.79220 -0.18 0.22 -0.02
C 2.59248 -3.17835 4.27041 0.00 1.33 0.83
C 2.10678 -2.02465 5.15506 -0.75 2.28 2.96
N 1.72307 -1.21005 5.95162 1.80 -3.81 -4.00
H 1.69893 -3.62689 3.83627 0.35 -0.26 -0.05
H 3.22950 -3.86120 4.83257 -0.72 -0.22 0.56
H 3.31378 -2.87796 3.51041 -0.63 0.67 -0.29
C -2.91361 2.01578 2.61424 -0.35 -0.47 0.29
C -3.71524 1.82419 3.86027 0.21 -0.02 -0.49
N -4.20265 1.68254 4.89523 0.15 0.09 -0.71
H -3.08954 2.97428 2.12594 0.36 0.28 0.63
H -3.10473 1.32439 1.79354 -0.50 -0.50 0.46
H -1.88802 1.80673 2.91848 0.16 0.62 -0.20
C 1.25926 1.02280 -3.81802 0.62 -0.16 0.81
C 1.28307 1.91873 -4.92153 -0.23 1.00 -1.01
N 1.30694 2.66875 -5.78896 -0.02 0.03 -0.13
H 0.69543 1.46954 -2.99911 -0.44 -0.35 -0.06
H 2.28045 1.02204 -3.43688 0.11 -0.50 0.04
H 0.94064 0.03669 -4.15592 -0.08 0.02 0.48
C 0.50329 0.20437 0.17735 0.67 0.30 0.14
C 1.46215 -0.59137 0.92249 1.66 -2.22 0.54
N 2.25567 -1.28820 1.42024 -1.51 1.47 -0.71
H 0.15243 -0.29733 -0.72448 -0.23 -0.36 0.35
H 1.09444 1.04369 -0.18895 -0.42 0.55 0.14
H -0.27493 0.48752 0.88608 -0.18 0.29 -0.50
```
Forces are in eV/Å.

Computed properties:
- HOMO energy: -10.00 eV
- ΔE to the lowest compared entry with this formula, charge and spin: 64.87 kcal per mole
- Frontier orbital gap: 0.37525 Ha
- 2S+1: 1